C3H7FINO2S2 | ωB97M-V/def2-TZVPD

```
! wB97M-V def2-TZVPD RIJCOSX def2/J DEFGRID3
* xyz 0 1
H -1.793 -1.647 1.390
N -0.548 0.271 0.813
I 3.542 -0.342 -1.756
F -1.117 2.235 -0.629
H -0.876 0.289 -1.302
H 0.772 -1.066 -1.964
H 2.348 -0.894 0.527
C 1.938 -0.356 -0.317
H 1.754 0.677 -0.058
C -0.628 -0.405 -0.512
H 0.715 -2.127 -0.583
S -1.239 1.827 0.866
S -1.230 -0.671 2.116
H -1.397 -1.174 -0.512
O -2.617 1.825 1.197
O -0.336 2.640 1.601
C 0.713 -1.081 -0.878
*
```

Kohn-Sham gap   9.85 eV
Molecular weight   299.13 u
Electronic energy   -41296.633 eV